C35H36MoN7O2Sb | wB97M-V/def2-TZVPD

Element x y z (Å)
Mo -0.5125 -0.3093 -0.1426
O -1.5470 1.9798 2.9991
C -1.7545 1.2729 2.0541
N -1.0777 0.0493 1.7910
C -0.4978 -0.5730 2.8744
C -0.9348 -0.4934 4.2095
C -0.2937 -1.2598 5.1439
C 0.7775 -2.0944 4.7727
C 1.2265 -2.1659 3.4789
C 0.5759 -1.3828 2.4995
N 0.8270 -1.2863 1.1394
C 2.0663 -1.7595 0.6957
O 2.9635 -2.1619 1.3924
C 2.2268 -1.6854 -0.7734
C 3.3540 -2.2462 -1.3470
C 3.4722 -2.2456 -2.7239
C 2.4435 -1.6774 -3.4545
C 1.3630 -1.1176 -2.7979
N 1.2339 -1.1022 -1.4584
C -2.7556 1.5485 1.0036
C -3.7952 2.4298 1.2115
C -4.7767 2.5209 0.2365
C -4.6626 1.7141 -0.8815
C -3.5590 0.8863 -1.0202
N -2.5917 0.8068 -0.0993
H -1.7653 0.1374 4.4845
H -0.6186 -1.2372 6.1749
H 1.2568 -2.7032 5.5273
H 2.0419 -2.8172 3.2246
H 4.0958 -2.6800 -0.6917
H 4.3346 -2.6784 -3.2119
H 2.4669 -1.6491 -4.5348
H 0.6017 -0.6465 -3.3933
H -3.8261 2.9993 2.1300
H -5.6210 3.1858 0.3563
H -5.4194 1.7129 -1.6530
H -3.4772 0.2631 -1.8958
C -1.2524 -5.5449 1.4264
C -1.7400 -4.3735 1.9923
C -1.7804 -3.2111 1.2411
C -1.3531 -3.2509 -0.0800
C -0.8794 -4.4183 -0.6679
C -0.8230 -5.5659 0.1049
N -1.3785 -2.0353 -0.8393
N -1.7665 -2.1797 -2.0365
C -1.6903 -0.9935 -2.7683
C -2.1992 -0.9659 -4.0610
C -2.1169 0.2143 -4.7742
C -1.5283 1.3301 -4.1811
C -1.0394 1.2256 -2.8953
N -1.1168 0.0819 -2.1969
H -1.2113 -6.4503 2.0165
H -2.0895 -4.3649 3.0155
H -2.1749 -2.2946 1.6579
H -0.5565 -4.4191 -1.6994
H -0.4481 -6.4829 -0.3285
H -2.6417 -1.8650 -4.4658
H -2.5023 0.2711 -5.7833
H -1.4404 2.2674 -4.7114
H -0.5630 2.0594 -2.3993
C 2.9543 1.9594 -2.2560
C 2.1131 2.9425 -1.4549
Sb 1.0606 2.0768 0.1866
C 2.6537 1.5652 1.5027
C 3.5647 2.7406 1.8348
C 0.2230 3.8131 1.1189
C 0.8575 5.1225 0.6620
H 3.5519 2.4867 -2.9999
H 2.3341 1.2378 -2.7882
H 3.6467 1.4019 -1.6213
H 1.3960 3.4690 -2.0875
H 2.7375 3.7129 -1.0013
H 3.2087 0.7432 1.0470
H 2.1791 1.1622 2.4006
H 4.0206 3.1748 0.9438
H 4.3771 2.4141 2.4846
H 3.0283 3.5308 2.3614
H 0.3516 3.6532 2.1903
H -0.8515 3.8122 0.9342
H 1.9315 5.1468 0.8459
H 0.4177 5.9569 1.2090
H 0.6940 5.3085 -0.3998

The value obtained for the LUMO energy (alpha / beta) is -0.2667 / -0.2605 Eh. The calculation puts the HOMO-LUMO gap (alpha / beta) at 5.9420 / 6.1899 eV. Its total charge is +2. The spin multiplicity is 1.

Atomic partial charges in e from the Mulliken method, atoms 1 to 4: number 1, Mo, carries -1.52; number 2, O, carries -0.53; number 3, C, carries -0.35; number 4, N, carries 1.18

---

C35H37AlN8O4S | wB97M-V/def2-TZVPD

Element x y z (Å)
Al 0.0807 -0.2160 0.2172
C 4.3158 12.3671 -2.9011
O 3.5558 11.4522 -3.6803
C 3.2616 10.2563 -3.1655
C 2.4997 9.4053 -3.9780
C 2.1426 8.1592 -3.5327
C 2.5362 7.7098 -2.2612
C 3.2967 8.5605 -1.4609
C 3.6589 9.8193 -1.9010
C 2.1469 6.3768 -1.8482
N 1.3665 5.5679 -2.5449
C 1.2757 4.4250 -1.8271
C 2.0161 4.5166 -0.6497
N 2.5643 5.7698 -0.6886
C 2.0868 3.4651 0.2948
C 2.7337 3.4960 1.5449
C 2.6982 2.3877 2.3566
C 2.0177 1.2466 1.9309
N 1.3946 1.1967 0.7632
C 1.4076 2.2759 -0.0468
C 0.6381 2.1668 -1.2477
N -0.0188 0.9942 -1.4408
C -0.8132 0.8959 -2.4996
C -0.9978 1.9331 -3.4130
C -0.3168 3.1146 -3.2443
C 0.5347 3.2458 -2.1377
H 4.4167 13.2604 -3.5083
H 5.3069 11.9660 -2.6790
H 3.7988 12.6150 -1.9719
H 2.2074 9.7592 -4.9575
H 1.5522 7.4985 -4.1508
H 3.6135 8.2600 -0.4684
H 4.2498 10.4597 -1.2618
H 3.1610 6.1871 0.0037
H 3.2421 4.3948 1.8692
H 3.1816 2.3878 3.3226
H 1.9656 0.3571 2.5458
H -1.3403 -0.0354 -2.6489
H -1.6859 1.7867 -4.2329
H -0.4251 3.9442 -3.9304
S 1.3666 -2.0179 1.1959
C 2.8232 -2.7838 0.7361
N 3.2185 -3.9156 1.3027
C 4.5330 -4.3607 0.8353
C 4.8996 -3.2741 -0.1976
N 3.7256 -2.3922 -0.1616
H 2.6914 -4.3802 2.0221
H 4.4680 -5.3494 0.3847
H 5.2425 -4.4064 1.6598
H 5.0383 -3.6871 -1.1949
H 5.8004 -2.7295 0.0803
H 3.7007 -1.5020 -0.6244
C -5.7915 -5.0540 -2.2177
C -5.3745 -3.9696 -1.2294
N -5.4856 -2.6219 -1.7780
C -6.8286 -2.0920 -2.0442
C -7.1923 -2.0854 -3.5244
C -4.4524 -1.7949 -1.9761
O -4.5465 -0.6347 -2.3609
C -3.0349 -2.2765 -1.7569
C -2.4108 -3.2469 -2.5277
C -1.0335 -3.4009 -2.4282
C -0.3254 -2.5839 -1.5753
N -0.9195 -1.6405 -0.8267
C -2.2479 -1.4999 -0.9201
H -5.6070 -6.0372 -1.7851
H -5.2303 -4.9728 -3.1497
H -6.8538 -4.9845 -2.4480
H -4.3486 -4.1323 -0.9039
H -6.0077 -4.0283 -0.3410
H -6.8592 -1.0692 -1.6697
H -7.5352 -2.6960 -1.4759
H -6.4837 -1.4746 -4.0819
H -8.1861 -1.6552 -3.6456
H -7.2027 -3.0900 -3.9461
H -2.9821 -3.8567 -3.2166
H -0.5150 -4.1400 -3.0219
H 0.7479 -2.6746 -1.4713
H -2.6971 -0.7005 -0.3458
C -2.6964 0.6002 3.3592
O -1.5745 -0.2594 3.0279
C -0.9959 -0.1493 1.8809
O -1.4360 0.6756 0.9993
H -2.7486 0.6157 4.4414
H -3.6074 0.1689 2.9496
H -2.5504 1.5979 2.9564

The value obtained for the LUMO energy is -0.2080 Eh. The calculation puts the HOMO-LUMO gap at 6.0153 eV. Its total charge is +2. The spin multiplicity is 1.

Atomic partial charges in e from the Mulliken method, atoms 1 to 4: number 1, Al, carries 0.14; number 2, C, carries -0.85; number 3, O, carries -0.45; number 4, C, carries 0.94

---

C35H37AsBrFN3O3ReS3 | wB97M-V/def2-TZVPD

Element x y z (Å)
Re 0.9070 -0.6210 -0.3093
C -1.0234 7.3887 0.3713
C -0.3709 6.5923 1.4978
N 0.0632 5.2623 1.0646
C -0.6755 4.1778 1.4176
C -0.4903 2.9175 0.9561
C -1.4197 1.8215 1.4457
O -2.0663 2.0606 2.4767
O -1.4542 0.7809 0.7296
C 0.5586 2.6699 0.0176
O 0.8157 1.5920 -0.5389
C 1.4288 3.8171 -0.2715
C 2.5595 3.6134 -1.0598
C 3.4113 4.6472 -1.3258
F 4.5141 4.3895 -2.0634
C 3.1733 5.9398 -0.8373
C 2.0347 6.1395 -0.0718
C 1.1621 5.0915 0.2455
N 4.0128 7.0604 -1.1069
C 4.4696 7.8637 0.0219
C 4.4489 9.3423 -0.4116
N 4.5398 9.3616 -1.9082
C 5.5967 8.4050 -2.3698
C 5.0652 6.9761 -2.1204
H -1.3366 8.3675 0.7374
H -1.9026 6.8606 0.0016
H -0.3396 7.5327 -0.4660
H -1.0886 6.4490 2.3004
H 0.4806 7.1272 1.9215
H -1.4846 4.3516 2.1181
H 2.7673 2.6165 -1.4370
H 1.8218 7.1407 0.2808
H 5.4831 7.5715 0.3229
H 3.8274 7.7233 0.8834
H 5.2906 9.8967 -0.0035
H 3.5250 9.8420 -0.1297
H 4.6817 10.3036 -2.2640
H 3.6507 8.9972 -2.2573
H 6.4996 8.6167 -1.8029
H 5.8012 8.5720 -3.4231
H 5.8985 6.3356 -1.8250
H 4.6421 6.5734 -3.0361
Br -1.6550 -1.2625 -0.6484
C -1.2655 -3.0074 -1.3327
C -2.2705 -3.7147 -1.9197
C -2.0204 -5.0413 -2.3203
C -0.7962 -5.5983 -2.0860
C 0.2455 -4.8587 -1.4759
C 1.5074 -5.4479 -1.2192
C 2.4852 -4.7260 -0.6036
C 2.2714 -3.3732 -0.2613
C 1.0847 -2.7209 -0.5216
C 0.0340 -3.5034 -1.1042
H -3.2443 -3.2645 -2.0649
H -2.8074 -5.6116 -2.7962
H -0.6012 -6.6286 -2.3617
H 1.6751 -6.4756 -1.5202
H 3.4474 -5.1779 -0.3935
H 3.0829 -2.8283 0.2019
S 0.9894 -0.6080 -2.7049
C 2.6851 -0.8989 -3.0284
C 3.0772 -1.2891 -4.3130
C 4.4108 -1.4977 -4.6080
C 5.3810 -1.3147 -3.6250
C 5.0063 -0.9337 -2.3502
C 3.6594 -0.7274 -2.0390
S 3.2346 -0.2212 -0.4124
H 2.3135 -1.4393 -5.0674
H 4.6981 -1.8173 -5.6020
H 6.4260 -1.4822 -3.8555
H 5.7485 -0.8025 -1.5702
C -0.7994 -3.3624 2.3975
As -0.5026 -1.5501 2.9999
C -2.2590 -0.7662 3.1155
C -0.0126 -1.7499 4.8610
S 1.3268 -0.8286 2.1272
H -1.3958 -3.8832 3.1467
H 0.1633 -3.8522 2.2729
H -1.3255 -3.3623 1.4458
H -2.7699 -1.3043 3.9143
H -2.7785 -0.8807 2.1695
H -2.1545 0.2933 3.3407
H -0.7820 -2.3059 5.3952
H 0.0931 -0.7621 5.3043
H 0.9373 -2.2747 4.9225

The value obtained for the LUMO energy (alpha / beta) is -0.1173 / -0.1173 Eh. The calculation puts the HOMO-LUMO gap (alpha / beta) at 5.4974 / 5.4468 eV. Its total charge is +1. Its expectation value of S² is 1.2321. The spin multiplicity is 2.

Atomic partial charges in e from the Mulliken method, atoms 1 to 4: number 1, Re, carries 0.44; number 2, C, carries -1.05; number 3, C, carries -0.88; number 4, N, carries 0.12